31
Properties=species:S:1:pos:R:3:forces:R:3 method="wB97M-V/def2-TZVPD" smiles="CC(C)C1=CCCC=C1[n+]1cc[nH]c1" de_lowest_kcal_mol=56.59 charge=+1 homo_ha=-0.439 max_force_ha_per_bohr=0.085 homo_lumo_gap_ev=8.8630
C 0.913 -1.811 -1.586 1.35 0.25 0.79
C 0.624 -1.612 -0.047 -1.49 1.07 -1.45
C 1.317 -2.534 0.846 -1.29 -3.76 1.86
C 0.885 -0.147 0.283 -0.90 0.67 -0.47
C 2.047 0.432 0.615 3.48 -2.07 0.14
C 2.259 1.869 0.775 -1.24 2.48 -1.18
C 1.379 2.552 -0.362 1.20 1.86 3.71
C -0.024 2.131 -0.141 0.04 2.06 -1.92
C -0.246 0.833 -0.018 0.30 -0.19 1.71
N -1.619 0.430 0.045 0.39 -0.50 -0.51
C -2.542 0.822 -0.881 -2.20 0.16 0.44
C -3.745 0.289 -0.476 4.14 0.24 0.65
N -3.457 -0.438 0.645 -3.76 -0.67 0.23
C -2.214 -0.368 0.931 2.10 1.21 -0.01
H 1.912 -2.173 -1.944 -0.18 0.70 1.22
H 0.760 -0.859 -2.080 -0.42 -0.10 -0.45
H 0.346 -2.613 -1.955 -1.53 -0.72 -0.67
H -0.527 -1.806 0.105 2.13 0.29 -0.52
H 1.242 -3.604 0.484 0.12 1.09 -0.05
H 0.794 -2.655 1.839 0.51 0.58 -0.76
H 2.336 -2.402 1.069 1.34 0.67 -0.05
H 3.120 -0.086 0.704 -2.93 0.13 -0.06
H 1.822 2.208 1.705 -0.36 0.05 0.60
H 3.278 2.299 0.843 -0.35 -0.91 -0.55
H 1.594 2.108 -1.292 1.04 0.26 -1.62
H 1.439 3.707 -0.221 0.20 -2.09 -0.96
H -0.629 3.030 -0.490 -0.50 -1.95 1.01
H -2.428 1.605 -1.616 0.57 -0.44 -0.13
H -4.655 0.329 -0.880 -3.35 0.24 -1.41
H -4.172 -0.829 1.276 0.66 0.05 -0.67
H -1.809 -0.710 1.825 0.93 -0.67 1.09